1.
13
Properties=species:S:1:pos:R:3:forces:R:3 method="wB97M-V/def2-TZVPD" total_charge=+1 orbital_gap_ev=8.510 e_tot_ha=-625.88784 e_lumo_ha=-0.17698 e_above_lowest_kcal_mol=52.9
C -2.034 -0.998 0.491 -0.480 -0.982 0.881
C -1.477 -0.281 1.428 0.051 1.210 -0.511
S 0.024 0.524 1.375 2.462 -1.457 -1.875
N 0.829 -0.465 -0.106 -0.916 -0.579 2.794
C 1.521 0.177 -0.985 3.262 -1.601 -1.088
N 1.547 1.465 -0.994 0.725 2.827 -3.855
H -3.061 -1.233 0.724 -0.116 -0.515 -0.712
H -1.405 -1.476 -0.228 -0.391 -0.126 -0.806
H -2.031 0.185 2.204 -0.635 0.186 0.908
H 1.130 -1.438 0.089 -0.571 0.868 -0.031
H 2.354 -0.369 -1.611 -2.125 0.800 0.975
H 1.803 2.042 -1.887 -0.223 -1.746 2.295
H 0.801 1.867 -0.499 -1.044 1.115 1.025

***

2.
13
Properties=species:S:1:pos:R:3:forces:R:3 method="wB97M-V/def2-TZVPD" total_charge=+1 orbital_gap_ev=6.926 e_tot_ha=-625.85453 e_lumo_ha=-0.17568 e_above_lowest_kcal_mol=73.8
C 1.993 0.526 0.720 2.321 2.390 1.666
C -1.527 0.090 -0.364 -1.789 1.221 2.689
C 0.735 -1.080 -0.552 -0.571 -0.944 -0.090
N 1.811 -0.340 -0.216 0.331 -0.844 0.108
N -2.777 0.419 0.000 0.956 0.838 -1.001
S -0.648 -1.149 0.476 -0.354 1.054 -1.326
H 2.992 0.969 0.794 -0.100 -0.504 -0.625
H 1.474 1.019 1.584 -0.998 -1.481 -1.443
H -0.963 0.839 -0.934 -0.359 -0.733 -0.473
H 0.846 -1.922 -1.206 0.348 0.075 -0.238
H 2.647 -0.603 -0.790 -0.884 0.684 0.699
H -3.313 1.276 -0.242 1.177 -0.729 -0.477
H -3.268 -0.045 0.730 -0.079 -1.027 0.509

***

3.
13
Properties=species:S:1:pos:R:3:forces:R:3 method="wB97M-V/def2-TZVPD" total_charge=+1 orbital_gap_ev="6.193 / 5.838" e_tot_ha=-625.73974 e_lumo_ha="-0.28798 / -0.28941" e_above_lowest_kcal_mol=145.9
C 0.122 1.012 -2.218 0.394 -4.506 -3.442
N -0.045 0.338 -0.968 -1.019 -1.914 1.680
N -0.211 0.809 0.117 1.226 0.698 -2.846
C -0.198 0.178 1.357 0.144 1.723 1.745
C 0.215 -1.351 1.558 -3.379 -0.303 0.995
S -0.556 -2.349 0.361 0.447 0.826 -0.431
H 1.110 0.464 -2.587 -1.740 2.070 0.458
H -0.042 2.014 -2.211 0.719 3.215 0.669
H -0.647 0.754 -3.086 1.183 -0.515 2.221
H -1.286 0.380 1.563 1.083 -0.383 1.224
H 0.602 0.867 1.903 -2.061 -1.542 -0.270
H 1.243 -1.487 1.605 1.904 -0.170 0.099
H -0.308 -1.628 2.605 1.097 0.801 -2.102

***

4.
13
Properties=species:S:1:pos:R:3:forces:R:3 method="wB97M-V/def2-TZVPD" total_charge=+1 orbital_gap_ev=8.126 e_tot_ha=-625.78659 e_lumo_ha=-0.18768 e_above_lowest_kcal_mol=116.5
C -0.154 1.770 1.101 -1.467 -1.501 -0.682
C 0.319 0.424 0.979 -1.087 -0.614 0.347
C -1.354 2.148 0.743 0.567 -4.693 -1.231
N -1.895 0.257 -0.039 1.795 3.123 1.578
N 0.567 -1.130 -1.540 -2.638 -1.672 -3.197
S -0.722 -0.740 0.406 -0.714 2.919 0.458
H 0.272 2.529 1.670 1.631 1.120 0.905
H 1.205 0.072 1.436 0.875 -0.213 0.193
H -2.012 2.945 0.812 -1.471 0.962 -0.495
H -2.861 0.063 -0.188 -0.505 -0.795 -0.086
H 0.156 -0.818 -2.456 -0.239 -0.468 1.040
H 0.909 -2.059 -1.797 0.439 0.277 0.425
H 1.256 -0.467 -1.483 2.813 1.556 0.746

***

5.
14
Properties=species:S:1:pos:R:3:forces:R:3 method="wB97M-V/def2-TZVPD" total_charge=+1 orbital_gap_ev="6.225 / 7.209" e_tot_ha=-1024.01058 e_lumo_ha="-0.26801 / -0.21658" e_above_lowest_kcal_mol=95.6
C 1.284 0.365 -0.686 -0.695 0.463 1.330
C -1.045 -0.244 -0.016 -1.283 -0.027 -0.613
C -1.230 -1.423 0.941 0.078 -0.914 1.082
N 1.188 1.564 -0.067 0.015 -0.385 -1.035
N 0.157 -0.338 -0.801 2.541 -1.365 0.165
S -2.397 -0.354 -1.282 0.347 0.278 0.827
S 2.466 2.556 0.000 0.869 -2.021 -0.015
H 2.265 -0.045 -0.999 -0.875 0.134 -0.478
H -1.028 0.658 0.577 -0.212 0.489 -0.255
H -2.305 -1.274 1.431 2.300 -1.103 -1.269
H -0.483 -1.412 1.768 -0.541 0.747 -0.270
H -0.865 -2.420 0.485 -1.776 1.252 0.278
H 0.217 -1.266 -1.253 0.206 0.796 0.055
H 1.775 3.634 -0.098 -0.974 1.657 0.199

***

6.
14
Properties=species:S:1:pos:R:3:forces:R:3 method="wB97M-V/def2-TZVPD" total_charge=+1 orbital_gap_ev="7.960 / 6.197" e_tot_ha=-1024.05876 e_lumo_ha="-0.17698 / -0.27338" s2=2.0516 spin_multiplicity=3 e_above_lowest_kcal_mol=0.0
C 1.055 -1.140 1.143 0.625 -0.647 1.820
C 2.275 -1.722 0.977 0.598 -1.369 -1.766
C 0.415 -0.218 0.302 -0.204 1.165 -3.514
N -0.779 0.240 0.564 -0.221 0.281 1.985
N -1.913 1.708 -1.293 -1.318 -0.945 0.075
S 3.185 -1.568 -0.458 -0.680 0.698 0.360
S 1.137 0.066 -1.215 0.234 0.222 -0.043
H 0.435 -1.348 1.976 -0.115 -0.756 1.115
H 2.644 -2.630 1.468 -0.480 0.783 0.938
H -1.394 0.969 -0.035 0.718 -0.629 -0.045
H -1.043 0.084 1.543 -0.345 0.062 -0.551
H -1.318 1.170 -1.920 -0.274 0.496 -0.423
H -1.822 2.673 -1.422 1.606 1.971 -0.042
H -2.876 1.716 -1.630 -0.144 -1.333 0.091

***

7.
13
Properties=species:S:1:pos:R:3:forces:R:3 method="wB97M-V/def2-TZVPD" total_charge=+1 orbital_gap_ev=4.521 e_tot_ha=-517.13198 e_lumo_ha=-0.27155 e_above_lowest_kcal_mol=84.3
C -2.125 0.921 0.487 1.092 0.066 0.384
C -1.355 0.048 -0.235 0.605 1.487 1.057
C 0.042 1.094 1.043 -0.764 -1.776 -1.598
N -1.202 1.534 1.330 -0.001 3.129 1.649
N -0.014 0.158 0.094 -0.295 0.352 0.377
Si 2.565 -2.038 -1.362 -3.333 -1.007 -2.065
H -3.174 1.195 0.490 0.344 -0.199 -0.004
H -1.635 -0.492 -1.068 -0.710 -1.316 -1.285
H 0.991 1.366 1.437 0.075 0.639 0.730
H -1.333 2.442 1.917 -0.062 -2.578 -1.457
H 2.615 -1.297 -0.217 0.776 1.277 2.023
H 3.543 -2.834 -2.059 0.584 -0.034 -0.064
H 1.081 -2.096 -1.855 1.691 -0.039 0.253

***

8.
13
Properties=species:S:1:pos:R:3:forces:R:3 method="wB97M-V/def2-TZVPD" total_charge=0 orbital_gap_ev="8.058 / 7.400" e_tot_ha=-282.61124 e_lumo_ha="-0.00459 / -0.01811" e_above_lowest_kcal_mol=102.3
C -0.433 -0.516 0.367 0.156 0.018 0.003
C -0.661 -1.628 -0.603 0.024 -0.118 -0.035
C 0.741 0.326 0.268 -0.027 -0.034 -0.174
N 0.109 1.587 0.652 -0.381 -0.402 -0.092
N 0.399 2.668 0.085 -0.010 -0.117 0.221
N 1.909 0.270 -0.212 -0.150 0.069 0.021
H -0.284 3.371 0.394 0.009 -0.131 -0.058
H 2.170 -0.690 -0.425 -0.052 0.040 0.071
H -0.855 -0.636 1.364 0.037 0.070 0.023
H -0.946 1.034 0.687 0.380 0.502 -0.043
H -0.090 -2.524 -0.323 -0.049 0.053 -0.023
H -1.713 -1.915 -0.643 0.058 0.009 0.035
H -0.344 -1.349 -1.611 0.004 0.040 0.051

***

9.
13
Properties=species:S:1:pos:R:3:forces:R:3 method="wB97M-V/def2-TZVPD" total_charge=0 orbital_gap_ev="8.723 / 8.722" e_tot_ha=-282.66647 e_lumo_ha="-0.00981 / -0.00982" e_above_lowest_kcal_mol=67.6
C 0.009 -0.477 1.409 -0.696 -0.477 -0.096
C -0.789 -0.255 -1.814 0.955 -0.524 1.075
N 0.410 -1.582 1.880 0.134 -0.041 -0.212
N -1.138 0.922 -1.785 0.553 1.652 1.073
H -0.274 -2.036 2.482 0.008 0.277 0.112
H -0.517 1.464 -0.828 -1.366 -1.088 -1.766
H -0.958 -0.010 1.628 0.064 -0.064 0.027
H -1.157 -1.013 -2.500 -0.034 -0.061 -0.018
C 0.840 0.256 0.448 0.445 1.685 0.459
N 0.487 1.475 0.111 0.550 -0.970 0.782
H 1.238 1.987 -0.347 0.027 -0.209 -0.221
H 1.853 -0.127 0.327 -0.101 -0.050 -0.302
H -0.004 -0.606 -1.010 -0.540 -0.130 -0.913

***

10.
13
Properties=species:S:1:pos:R:3:forces:R:3 method="wB97M-V/def2-TZVPD" total_charge=0 orbital_gap_ev="8.288 / 8.080" e_tot_ha=-282.62502 e_lumo_ha="0.02154 / 0.01291" e_above_lowest_kcal_mol=93.6
C -1.692 -0.348 -0.511 -0.787 -1.260 -0.032
C 0.546 0.629 -1.209 0.009 1.733 -2.707
C -0.809 0.656 -0.584 1.561 4.148 1.669
N -2.328 -1.246 -0.174 -0.947 -1.352 0.032
N -0.139 -1.132 1.696 0.397 -3.166 -0.515
N -0.026 0.105 1.371 0.801 1.399 -1.559
H 0.518 0.243 -2.264 -0.107 0.576 0.639
H 1.179 -0.040 -0.730 1.214 -1.221 1.171
H 1.097 1.653 -1.237 -1.272 -1.714 0.197
H -1.256 1.714 -0.494 0.576 -1.802 0.005
H -0.824 -1.735 2.229 0.168 1.817 -0.974
H 0.439 -1.689 1.049 -0.442 0.030 0.933
H -0.581 0.706 1.914 -1.169 0.812 1.142

***

11.
13
Properties=species:S:1:pos:R:3:forces:R:3 method="wB97M-V/def2-TZVPD" total_charge=0 orbital_gap_ev=9.543 e_tot_ha=-282.62996 e_lumo_ha=0.03828 e_above_lowest_kcal_mol=90.5
C 0.763 -1.154 0.326 -2.483 0.010 1.134
N 0.655 0.836 -0.678 -0.585 -1.164 0.818
N 1.412 -0.073 -0.182 0.121 1.299 -0.814
N 0.923 1.691 -1.546 -0.406 0.454 0.057
H 1.849 1.505 -1.953 -0.198 -0.170 0.282
H 1.232 -1.550 1.226 -0.038 -0.125 -0.133
H 0.477 -1.926 -0.392 0.200 -0.042 0.039
C -1.067 0.707 0.139 1.542 0.967 -1.059
C -0.996 -0.552 0.798 2.136 -1.420 -0.296
H -1.583 -1.359 0.374 -0.187 0.155 0.112
H -1.705 0.815 -0.729 0.072 0.053 -0.026
H -0.974 1.609 0.738 -0.141 -0.077 -0.123
H -0.987 -0.547 1.880 -0.033 0.059 0.008

***

12.
13
Properties=species:S:1:pos:R:3:forces:R:3 method="wB97M-V/def2-TZVPD" total_charge=0 orbital_gap_ev="7.435 / 7.437" e_tot_ha=-282.59563 e_lumo_ha="-0.00874 / -0.00869" e_above_lowest_kcal_mol=112.1
C -1.779 -0.524 -0.702 0.352 -1.601 1.056
C 0.841 0.705 0.940 0.309 0.623 -0.047
C -1.161 -1.589 -0.215 1.620 -1.091 -0.945
N -2.005 0.538 -1.047 -2.158 4.163 -2.053
N 0.357 0.764 -1.351 -0.319 1.243 -0.184
N 0.800 0.110 -0.372 1.308 -1.071 -0.910
H 1.049 -0.228 1.549 -0.117 1.857 0.028
H 1.619 1.630 1.030 -1.580 -2.488 -0.292
H -0.164 1.121 1.064 0.018 0.105 0.859
H -1.423 -1.802 0.804 0.469 -0.867 0.178
H -0.641 -2.169 -1.028 -0.724 -0.115 1.657
H 0.483 0.226 -2.218 -0.413 0.476 0.282
H -0.571 1.395 -1.313 1.233 -1.235 0.371

***

13.
13
Properties=species:S:1:pos:R:3:forces:R:3 method="wB97M-V/def2-TZVPD" total_charge=0 orbital_gap_ev=9.918 e_tot_ha=-282.71024 e_lumo_ha=0.02883 e_above_lowest_kcal_mol=40.2
H -2.449 2.015 -0.452 -0.258 0.249 0.518
N -1.739 1.385 -0.766 1.389 -1.008 -0.030
C -1.044 0.855 0.163 -0.930 0.304 0.694
N -0.001 -0.037 -0.023 -0.735 0.139 -2.234
C 0.466 -0.337 -1.379 0.635 -0.065 -1.798
C 0.623 -0.554 1.044 2.404 -0.791 1.726
N 1.653 -1.346 0.987 -0.976 0.729 1.535
H 2.001 -1.493 1.983 -0.650 0.155 -1.733
H -1.199 0.990 1.257 -0.143 0.228 -0.633
H 0.196 0.716 -1.997 0.967 -3.267 1.357
H 1.698 -0.575 -1.234 -3.724 0.588 -0.831
H -0.173 -1.334 -1.899 2.093 3.076 1.588
H 0.269 -0.111 1.987 -0.072 -0.335 -0.160

***

14.
13
Properties=species:S:1:pos:R:3:forces:R:3 method="wB97M-V/def2-TZVPD" total_charge=0 orbital_gap_ev="7.775 / 7.469" e_tot_ha=-282.55705 e_lumo_ha="0.03482 / -0.04522" s2=2.0154 spin_multiplicity=3 e_above_lowest_kcal_mol=34.6
C -1.588 0.357 -0.177 -0.877 -4.664 -1.916
C -0.787 -1.010 -0.018 0.493 0.056 2.652
C 1.450 0.793 -0.454 1.709 -0.323 1.328
N -1.229 1.467 0.145 -1.220 1.602 0.054
N 0.209 -0.657 1.009 1.599 0.309 0.210
N 0.823 0.531 0.819 2.441 -0.186 1.742
H -2.463 -0.038 -0.739 -0.582 1.534 0.077
H -1.386 -1.915 0.365 0.389 1.725 -0.665
H -0.204 -1.369 -0.876 -0.583 0.500 -0.321
H 2.232 -0.022 -0.623 -1.365 0.547 -0.544
H 0.640 0.949 -1.148 0.474 0.011 -1.243
H 2.130 1.700 -0.335 -1.402 -0.808 -0.186
H 0.172 -0.786 2.032 -1.076 -0.305 -1.188

***

15.
14
Properties=species:S:1:pos:R:3:forces:R:3 method="wB97M-V/def2-TZVPD" total_charge=0 orbital_gap_ev=8.943 e_tot_ha=-357.82014 e_lumo_ha=0.01737 e_above_lowest_kcal_mol=144.2
C -0.648 -2.619 -0.328 0.730 2.247 1.344
N -0.163 -1.459 -0.008 -0.237 0.454 -1.262
N -0.881 -0.299 0.275 -2.603 -1.263 -0.569
C -0.203 0.937 0.243 5.261 -2.434 -2.982
C -1.001 2.079 0.446 -3.325 2.664 2.733
N 1.053 1.217 -0.155 -0.955 -1.218 0.873
O 2.094 0.185 -0.442 -4.638 -0.962 0.948
H 0.134 -3.303 -0.669 -0.648 -0.169 0.351
H -1.682 -2.873 -0.103 -0.077 -0.164 -0.638
H -1.961 -0.201 -0.062 3.380 -0.691 1.149
H -0.445 3.029 -0.009 -1.914 -2.113 0.783
H -2.207 1.701 0.107 3.442 2.090 0.818
H -1.019 2.236 1.688 -0.398 -0.154 -3.282
H 1.479 -0.666 -0.359 1.982 1.712 -0.267

***

16.
14
Properties=species:S:1:pos:R:3:forces:R:3 method="wB97M-V/def2-TZVPD" total_charge=0 orbital_gap_ev=9.781 e_tot_ha=-357.85017 e_lumo_ha=0.02738 e_above_lowest_kcal_mol=125.3
C 1.812 -0.003 -0.174 -1.037 2.985 0.340
C 0.045 -1.761 0.259 0.332 1.936 3.626
C -1.445 0.965 -0.420 1.744 -1.742 -1.518
N 0.820 1.793 0.001 0.000 -3.039 0.054
N 0.586 -0.368 0.094 -1.205 -1.386 -0.425
N -0.257 0.803 0.429 1.706 -0.888 0.217
O 2.915 -0.386 -0.327 -0.834 0.305 0.001
H 0.619 -2.665 0.101 0.711 0.571 -0.512
H -0.216 -1.719 1.373 0.005 -0.605 -1.431
H -0.833 -1.726 -0.287 -1.773 -0.539 -1.097
H -1.768 1.952 -0.290 -0.238 1.518 0.035
H -1.024 0.776 -1.418 -0.782 0.504 -0.392
H -2.323 0.326 -0.291 0.518 -0.366 0.676
H 1.069 2.014 0.950 0.853 0.745 0.428

***

17.
14
Properties=species:S:1:pos:R:3:forces:R:3 method="wB97M-V/def2-TZVPD" total_charge=0 orbital_gap_ev=10.234 e_tot_ha=-358.02346 e_lumo_ha=0.03061 e_above_lowest_kcal_mol=16.6
H -2.627 -1.230 -0.129 0.032 0.057 0.026
N -1.901 -0.659 0.291 0.150 -0.182 -0.150
C -0.742 -1.040 -0.106 0.048 0.087 0.043
N 0.391 -0.431 0.315 -0.206 0.002 0.122
C 1.724 -0.805 -0.100 0.158 -0.088 -0.089
H -0.562 -1.846 -0.827 -0.072 0.094 0.115
H 0.287 0.223 1.079 0.008 -0.080 -0.117
H 1.673 -1.298 -1.074 0.015 0.059 0.134
H 2.210 -1.486 0.610 -0.060 0.115 -0.090
H 2.340 0.091 -0.215 -0.084 -0.116 0.005
N -1.453 2.143 -0.421 0.524 0.164 -0.074
C -0.281 2.335 -0.647 0.132 0.092 -0.049
O 0.831 2.635 -0.890 -0.706 -0.178 0.144
H -1.844 1.257 -0.074 0.060 -0.024 -0.022

***

18.
14
Properties=species:S:1:pos:R:3:forces:R:3 method="wB97M-V/def2-TZVPD" total_charge=0 orbital_gap_ev="8.399 / 8.403" e_tot_ha=-357.82761 e_lumo_ha="0.02083 / 0.02090" e_above_lowest_kcal_mol=139.5
C 1.614 0.715 0.320 0.075 0.149 -0.061
N 0.486 -0.200 0.531 -0.096 0.266 0.150
C 0.225 -1.200 -0.450 0.130 -0.209 0.051
O -0.225 -0.379 -1.542 -0.056 0.083 -0.102
N -1.178 -1.581 -0.195 0.003 -0.038 0.202
C -1.406 -0.215 -0.706 -0.226 0.148 -0.151
N -1.117 0.717 0.340 0.376 -0.191 -0.097
H 1.531 1.106 -0.694 0.060 -0.064 0.109
H 2.561 0.180 0.431 -0.221 0.035 -0.001
H 1.558 1.528 1.047 -0.030 -0.133 -0.100
H 0.451 -0.550 1.486 -0.099 0.013 -0.125
H -1.415 -1.694 0.793 -0.006 0.003 -0.129
H -2.324 0.002 -1.261 0.169 0.011 0.174
H -0.762 1.571 -0.098 -0.081 -0.072 0.080